# C3H3O4

A 2-piece molecular cluster, C3H3O4 overall at a distorted geometry (ωB97M-V/def2-TZVPD, the OMol25 dataset).

```
10
Properties=species:S:1:pos:R:3
C 1.45777 2.30133 1.12808
C 0.44140 1.67044 1.00189
C -0.77120 -1.76410 -0.78597
O -1.90895 -1.73636 -0.53675
O 0.21221 -1.03932 -0.62131
O -0.32918 -3.01355 -1.55830
O -0.63568 1.10873 0.66458
H 2.45218 2.59365 1.21526
H 0.56670 -2.95517 -1.97685
H -0.41554 0.19813 0.28341
```

Summary:
LUMO in eV: 4.01
E_HOMO in eV: -5.39
Total charge: -1
Relative energy (zero: lowest compared OMol25 entry of this formula, charge and spin) in kcal/mol: 25.4
Gap between HOMO and LUMO in eV: 9.399
E_tot in a.u.: -417.08836